Record 1
# C39H62BrClNO12

A cluster of 3 separate species, C39H62BrClNO12 in total (the ωB97M-V functional and the def2-TZVPD basis, the OMol25 dataset).

For the strongest force on any atom, the calculation gives 5.685 eV/Å. As for the charge: +1. Its lowest unoccupied orbital energy is -4.88 eV. The calculation puts the frontier orbital gap at 5.586 eV.

XYZ file:
```
116
C39H62BrClNO12, DFT the ωB97M-V functional and the def2-TZVPD basis
C -0.03 -5.12 1.40
O 1.31 -5.61 1.70
C 2.28 -4.54 1.64
C 3.73 -5.12 2.06
C 4.82 -4.33 1.17
C 5.06 -5.03 -0.25
C 5.18 -4.02 -1.50
C 3.80 -3.32 -1.94
C 3.59 -1.83 -1.39
O 2.47 -1.11 -2.01
C 1.25 -1.38 -1.31
O 0.79 -2.55 -1.30
C 0.46 -0.23 -0.50
C -0.12 -0.46 0.95
O 0.05 -1.78 1.48
C -0.85 0.68 1.75
C -1.34 0.29 3.22
C -2.91 0.43 3.47
O -3.34 1.39 4.17
Cl -4.18 -0.74 2.87
N -1.01 2.00 1.14
C -1.71 3.10 1.87
C -3.23 3.35 1.41
C -3.67 4.90 1.70
O -3.54 2.91 0.07
C -4.35 1.72 0.19
C -4.74 1.03 -1.19
C -3.79 0.78 -2.39
C -4.32 0.04 -3.68
C -5.78 -0.49 -3.83
C -6.74 -0.22 -2.62
C -6.22 0.51 -1.35
C -0.49 2.30 -0.19
C -0.61 3.76 -0.87
C 0.79 4.56 -0.62
C 1.68 3.94 0.57
C 2.98 4.87 0.92
O 3.11 5.14 2.34
C 3.78 4.07 3.02
O 3.08 3.09 3.37
C 0.24 1.22 -1.07
Br 0.97 1.63 -2.89
H -0.36 -4.47 2.28
H -0.03 -4.46 0.45
H -0.70 -6.05 1.27
H 2.00 -3.73 2.43
H 2.29 -4.12 0.57
H 3.92 -4.84 3.16
H 3.82 -6.25 1.90
H 5.78 -4.17 1.79
H 4.39 -3.28 0.99
H 4.26 -5.82 -0.52
H 6.05 -5.62 -0.16
H 5.61 -4.62 -2.38
H 5.95 -3.19 -1.27
H 3.76 -3.30 -3.10
H 2.91 -3.97 -1.59
H 4.54 -1.23 -1.65
H 3.49 -1.79 -0.24
H 0.93 -1.76 1.93
H -1.03 -0.79 3.49
H -0.76 0.96 3.97
H -1.15 4.12 1.75
H -1.74 2.94 3.02
H -3.89 2.73 2.14
H -4.12 5.37 0.77
H -4.46 4.90 2.55
H -2.78 5.49 2.14
H -5.35 1.90 0.75
H -3.70 0.95 0.77
H -2.70 1.11 -2.36
H -3.62 -0.17 -4.56
H -6.16 -1.05 -4.76
H -7.82 -0.62 -2.69
H -6.96 0.66 -0.49
H -0.77 3.69 -2.00
H -1.49 4.37 -0.46
H 0.51 5.63 -0.31
H 1.43 4.64 -1.56
H 2.12 2.90 0.31
H 1.06 3.86 1.54
H 2.90 5.85 0.34
H 3.93 4.34 0.57
H 4.90 4.09 3.30
C 4.89 -7.43 -5.02
O 5.92 -7.20 -4.06
C 6.04 -8.28 -3.14
C 7.23 -9.17 -3.48
O 7.02 -9.86 -4.71
C 7.73 -9.27 -5.79
H 5.00 -6.69 -5.82
H 4.97 -8.43 -5.47
H 3.91 -7.30 -4.56
H 5.11 -8.86 -3.09
H 6.21 -7.83 -2.15
H 7.33 -9.93 -2.70
H 8.16 -8.59 -3.51
H 8.80 -9.50 -5.71
H 7.58 -8.19 -5.83
H 7.35 -9.70 -6.72
C -8.73 8.37 3.19
O -7.63 9.07 3.75
C -6.65 8.18 4.31
C -5.46 8.01 3.37
O -5.83 7.32 2.18
C -6.00 8.20 1.07
H -9.32 9.07 2.60
H -8.42 7.55 2.55
H -9.37 7.99 4.00
H -7.10 7.22 4.55
H -6.31 8.64 5.24
H -4.71 7.40 3.87
H -5.00 8.98 3.14
H -5.02 8.54 0.72
H -6.61 9.06 1.33
H -6.49 7.65 0.27
```



Record 2
# C39H64AlAsBrCl3F6I2LiMgN2O15PS2

A structure of composition C39H64AlAsBrCl3F6I2LiMgN2O15PS2 (the ωB97M-V functional and the def2-TZVPD basis, the OMol25 dataset).

For the strongest force on any atom, the calculation gives 6.572 eV/Å. As for the charge: 0. As for the relative energy (zero: lowest compared OMol25 entry of this formula, charge and spin): 369.7 kJ/mol. Its lowest unoccupied orbital energy is -5.39 eV. The calculation puts the frontier orbital gap at 1.160 eV.

XYZ file:
```
139
C39H64AlAsBrCl3F6I2LiMgN2O15PS2, DFT the ωB97M-V functional and the def2-TZVPD basis
C 4.02 -1.01 -6.43
C 4.98 -1.75 -5.39
O 4.35 -1.80 -4.11
C 5.14 -1.24 -3.11
O 5.79 -0.24 -3.29
C 5.37 -2.03 -1.79
C 4.70 -1.84 -0.41
C 3.49 -1.16 0.24
As 1.49 -1.43 0.04
C 1.04 0.54 0.34
C -0.02 1.31 -0.52
C 0.36 2.81 -0.89
I 0.95 3.94 0.88
C 1.65 -1.03 -1.92
C 2.20 0.30 -2.55
C 3.28 1.25 -1.97
C 3.74 2.21 -3.17
C 4.99 3.04 -2.62
C 4.55 4.26 -1.70
C 3.65 5.27 -2.52
S 3.84 7.04 -1.97
C 5.64 7.26 -2.16
N 6.20 6.58 -3.18
N 7.54 6.86 -3.10
C 7.72 7.70 -2.07
O 6.52 7.98 -1.41
C 1.63 -3.47 -0.14
Br 2.78 -4.30 -1.51
C 1.85 -4.29 1.23
C 3.28 -4.31 1.85
P 1.44 -1.53 2.43
O 2.32 -0.21 3.11
I -0.72 -1.06 3.49
S -0.80 -2.00 -0.09
O -1.18 -3.09 0.88
O -1.76 -0.93 0.29
C -1.50 -2.66 -1.69
F -0.65 -3.25 -2.57
F -2.08 -1.58 -2.36
F -2.55 -3.51 -1.43
H 3.05 -1.59 -6.50
H 3.74 0.02 -6.07
H 4.57 -0.96 -7.41
H 5.15 -2.80 -5.77
H 5.97 -1.24 -5.43
H 5.30 -3.11 -2.13
H 6.50 -1.97 -1.69
H 4.80 -2.88 0.05
H 5.56 -1.36 0.19
H 3.72 -0.05 0.36
H 3.65 -1.46 1.33
H 1.93 1.21 0.44
H 0.58 0.63 1.38
H -0.34 0.85 -1.49
H -0.98 1.48 0.05
H 1.05 2.92 -1.76
H -0.62 3.27 -1.23
H 0.57 -1.00 -2.28
H 2.06 -1.87 -2.56
H 2.58 0.05 -3.59
H 1.36 1.00 -2.85
H 2.96 2.01 -1.20
H 4.21 0.80 -1.55
H 2.90 2.89 -3.50
H 4.04 1.59 -4.06
H 5.63 3.38 -3.47
H 5.62 2.33 -2.01
H 5.49 4.71 -1.30
H 3.96 3.87 -0.82
H 2.57 5.00 -2.39
H 3.99 5.24 -3.59
H 8.71 8.10 -1.82
H 0.68 -3.95 -0.51
H 1.74 -5.36 0.85
H 0.98 -4.23 1.93
H 3.99 -4.69 1.07
H 3.62 -3.38 2.37
H 3.28 -5.11 2.65
H 2.80 0.29 2.42
C -4.83 -0.99 0.98
Cl -5.40 -2.61 1.45
Cl -5.59 0.27 1.98
H -3.75 -0.94 1.12
H -5.08 -0.81 -0.06
C -1.73 -7.17 2.61
C -1.36 -6.79 1.33
C -0.57 -7.63 0.55
C -0.14 -8.85 1.06
C -0.51 -9.23 2.34
C -1.30 -8.39 3.12
H -2.35 -6.52 3.22
H -1.70 -5.84 0.93
H -0.28 -7.32 -0.45
H 0.48 -9.50 0.45
H -0.18 -10.19 2.74
H -1.58 -8.70 4.14
Mg -0.67 3.69 2.87
Cl -2.85 -9.94 5.05
Li 2.11 -1.83 -7.72
C -5.10 3.51 -1.47
C -3.94 3.78 -0.53
O -2.88 4.50 -1.13
C -3.20 5.80 -1.64
C -3.73 6.75 -0.57
H -4.76 2.96 -2.35
H -5.87 2.92 -0.97
H -5.57 4.43 -1.82
H -3.52 2.82 -0.21
H -4.28 4.29 0.37
H -3.91 5.72 -2.47
H -2.28 6.21 -2.05
H -4.66 6.39 -0.13
H -3.92 7.73 -1.00
H -3.00 6.86 0.24
C -4.02 7.55 3.05
O -4.93 7.81 2.23
O -4.51 7.09 4.26
O -2.79 7.63 2.92
H -5.44 7.17 3.98
Al -7.58 -2.12 1.56
C -7.22 0.43 5.98
C -6.73 -0.96 5.59
O -5.75 -1.48 6.46
C -6.17 -2.10 7.70
O -7.09 -3.01 7.49
C -6.57 -1.06 8.80
F -5.76 0.02 8.77
F -6.43 -1.59 10.04
F -7.83 -0.60 8.72
H -6.39 1.05 6.33
H -7.69 0.92 5.12
H -7.97 0.38 6.76
H -6.22 -0.87 4.62
H -7.56 -1.65 5.43
H -5.20 -2.46 8.09
C -1.18 -2.72 -5.68
O -0.13 -3.35 -5.85
O -1.30 -1.47 -5.85
O -2.28 -3.22 -5.33
```